Below is a molecular structure, C16H42BrClGaINO6 in a non-equilibrium geometry, with properties calculated with the ωB97M-V functional and the def2-TZVPD basis.

Geometry as XYZ:
```
69
Properties=species:S:1:pos:R:3:forces:R:3
C -0.48543 -1.52630 2.30075 0.1 -1.3 -0.4
C -0.28150 -2.37554 0.95475 0.0 2.3 -1.6
O -0.02146 -1.77367 -0.11507 -0.4 -2.1 3.1
N -0.39147 -3.85291 1.02519 0.6 0.7 -0.4
C -1.60621 -4.34695 0.30648 -1.0 0.0 -0.6
C -2.96971 -4.01870 1.09849 0.0 1.0 -0.7
C -3.65700 -2.77843 0.32899 -0.2 0.0 1.0
C -5.06537 -2.33757 0.95352 0.0 -0.1 -0.6
Ga -5.09862 -0.26412 0.99038 -0.4 -0.7 -0.3
Cl -7.19383 0.43642 0.41299 0.6 -0.1 0.3
Br -3.57140 0.73102 -0.63876 -0.3 -0.2 0.4
I -4.34284 0.49325 3.38436 -0.1 0.0 -0.3
H 0.56306 -1.23909 2.65233 -1.4 -0.3 -0.4
H -1.13144 -0.60712 2.15435 0.9 -1.1 -0.1
H -0.97225 -2.22085 3.05319 0.7 1.0 -0.7
H 0.42491 -4.18903 0.48024 -0.6 0.3 0.3
H -1.63826 -3.80786 -0.71050 -0.2 -0.8 1.3
H -1.50540 -5.46352 0.07414 0.1 1.5 0.6
H -3.67636 -4.90649 1.17524 1.0 1.0 -0.2
H -2.77296 -3.63687 2.16353 -0.1 -0.8 -1.5
H -3.78535 -2.96951 -0.78640 0.3 0.2 1.4
H -2.92531 -1.90403 0.45473 -0.9 -1.2 -0.5
H -5.24872 -2.73362 2.01022 0.4 0.5 -1.4
H -5.93218 -2.67950 0.27912 1.2 0.4 1.1
C 4.17186 -2.66918 -0.46889 0.1 0.0 0.1
C 4.03332 -1.21318 -0.06978 -0.4 -0.2 -0.2
O 3.23790 -0.51635 -1.01845 0.0 0.1 -0.1
H 4.62868 -2.75411 -1.45853 0.0 0.1 0.1
H 4.78616 -3.21465 0.25139 -0.1 -0.1 0.0
H 3.19148 -3.14858 -0.52823 0.1 0.0 0.1
H 5.01270 -0.73109 -0.03192 -0.1 0.1 -0.1
H 3.56517 -1.12253 0.91625 0.2 -0.1 0.1
H 2.36998 -0.94445 -1.03848 0.1 0.2 0.0
C -1.89853 4.48664 -0.71929 -0.1 0.1 0.1
C -0.59410 4.66506 0.03051 -0.3 -0.3 -0.3
O -0.36608 3.55474 0.89606 0.5 0.1 0.2
H -2.73291 4.39252 -0.01984 0.1 0.0 0.0
H -2.08671 5.33304 -1.38101 0.0 -0.1 0.0
H -1.87883 3.57142 -1.31635 0.0 0.1 -0.1
H -0.62419 5.56872 0.64326 0.1 -0.2 0.1
H 0.24776 4.74761 -0.66628 0.0 0.2 -0.1
H -0.33207 2.75934 0.34789 -0.2 0.1 0.1
C 4.46571 -6.98841 1.91017 0.0 0.0 0.2
C 3.25337 -6.72010 1.04009 0.3 -0.1 -0.1
O 3.59677 -5.84497 -0.02819 -0.1 0.1 -0.1
H 4.85929 -6.05379 2.31728 -0.1 0.0 0.0
H 4.21270 -7.65493 2.73805 0.1 0.0 0.0
H 5.26900 -7.44485 1.32426 -0.1 -0.1 0.0
H 2.46215 -6.24503 1.62334 0.0 0.1 -0.2
H 2.86070 -7.65181 0.61987 -0.1 -0.1 0.2
H 4.28966 -6.27388 -0.54527 -0.1 0.1 0.1
C 3.88505 4.20902 0.45030 0.2 0.0 -0.1
C 3.41800 4.10289 1.88918 -0.4 0.0 -0.3
O 2.19582 4.80429 2.06361 0.2 0.2 0.1
H 4.02299 5.25626 0.16876 0.0 0.0 0.1
H 4.82881 3.67722 0.30508 0.0 0.0 -0.1
H 3.13803 3.79107 -0.23022 0.1 -0.1 0.1
H 4.15690 4.54045 2.56426 -0.1 0.0 0.0
H 3.26703 3.05626 2.17410 0.2 -0.1 0.0
H 1.54360 4.40485 1.46902 -0.2 -0.1 0.3
C -3.75747 6.76289 -4.90797 -0.2 0.1 0.0
C -2.53484 6.66656 -4.01635 0.0 -0.3 -0.4
O -2.22721 5.30488 -3.74682 0.1 0.0 0.0
H -4.61632 6.28257 -4.43311 0.1 0.1 0.0
H -4.00747 7.80594 -5.11719 0.0 0.0 -0.1
H -3.58623 6.24540 -5.85639 0.0 0.1 0.0
H -2.71741 7.16551 -3.06245 0.1 -0.2 0.0
H -1.66716 7.13648 -4.49152 -0.1 0.2 0.0
H -2.05790 4.87129 -4.59242 0.0 0.0 0.2
```
Forces are in eV/Å.

orbital gap = 7.72 eV
E_LUMO = 0.0765 Eh
net charge = -1
E_tot = -6397.8481 a.u.
maximum force = 3.77 eV/A